Density functional theory data (ωB97M-V/def2-TZVPD) for 2 unconnected molecules or ions with the total composition C3H10OS.

Structure (XYZ):
```
15
Properties=species:S:1:pos:R:3:forces:R:3:mulliken_spin:R:1
H -3.72369 -4.14085 2.90977 -0.1 -0.6 -0.6 0.05
C 1.59908 1.67687 -2.22518 -1.5 0.4 0.4 0.26
H 2.49353 1.65810 -2.85469 -0.1 0.0 0.2 -0.03
C 1.59675 2.86123 -1.26389 2.4 0.1 0.4 0.64
H 0.64434 3.14075 -0.81428 -0.2 0.3 -0.9 -0.17
H -2.16656 -4.70857 3.44988 0.1 0.0 -0.1 0.12
S -2.07356 -2.51620 2.37643 0.5 -0.2 -0.4 0.89
H 3.19483 3.71504 -2.01098 0.1 -0.1 0.0 0.01
H -2.47567 -4.87557 1.71762 -0.5 0.4 0.0 0.07
H 1.45446 0.73245 -1.69968 0.1 0.0 0.0 -0.10
O 2.27332 3.96880 -1.94092 -1.2 0.3 0.2 -0.12
H -3.04012 -1.79299 2.96155 -0.2 -0.3 0.1 -0.11
H 2.21274 2.70125 -0.36878 -0.1 -0.5 -0.1 -0.21
H 0.69622 1.83938 -2.83557 0.5 -0.4 -0.3 -0.07
C -2.68568 -4.25969 2.59872 0.2 0.6 1.0 -0.22
```
Forces are in eV/Å.

- Gap between HOMO and LUMO (spin up / spin down): 1.625 / 8.944 eV
- Electronic energy: -16153.7312 eV
- Highest occupied orbital energy (spin up / spin down): 0.04345 / -0.20504 hartree
- Total charge: -1
- 2S+1: 2
- Max |F|: 2.43 eV/A
- Expectation value of S²: 0.752
- ΔE to the lowest compared entry with this formula, charge and spin: 23.46 kcal/mol